Computed, not measured: a single C3H4N2O molecule in a non-equilibrium geometry, with wB97M-V/def2-TZVPD.

The electronic energy comes out at -8201.4160 eV. The LUMO energy comes out at 0.0345 hartree. The calculation puts the HOMO-LUMO gap at 10.6 eV. The calculation puts the energy above the lowest of the compared OMol25 structures with the same formula, charge and spin at 2.469 eV. As for the net charge: 0. The structure (SMILES) is Nc1ccon1.

```
10
Properties=species:S:1:pos:R:3:forces:R:3:lowdin_charge:R:1
N -1.740007 0.075126 -0.339135 -0.3 -1.5 0.7 0.120
C -0.444193 -0.313610 0.014096 -1.8 1.1 -0.7 -0.479
C 0.477834 0.725604 0.107963 1.3 0.5 0.6 -0.031
C 1.633151 0.076762 0.043333 0.9 -0.1 0.0 -0.178
O 1.515448 -1.219073 -0.083758 -2.0 -1.6 0.7 -0.031
N -0.000411 -1.536210 0.006866 2.3 1.2 -0.8 0.184
H -2.175245 0.756647 0.276019 0.2 -0.2 -0.1 0.098
H -2.267893 -0.779763 -0.369338 -0.9 0.0 -0.2 0.083
H 0.368784 1.772490 0.272772 -0.4 0.3 -0.2 0.108
H 2.632536 0.442025 0.071186 0.6 0.2 0.0 0.126
```
Positions in Å, forces in eV/Å.